{
  "formula": "C2H4N2",
  "method": "the ωB97M-V functional and the def2-TZVPD basis",
  "spin_multiplicity": 1,
  "fmax_ha_per_bohr": 0.172,
  "homo_ha": [-0.2937, -0.2937],
  "gap_ev": [8.609, 8.610],
  "de_lowest_ev": 3.707,
  "species": ["H", "N", "C", "H", "H", "N", "H", "C"],
  "coordinates": [[1.24975, -1.46691, -0.18555], [-1.30053, 0.58006, 0.64946], [0.65048, -0.60401, -0.42196], [-0.13766, -1.01171, -1.15378], [0.53212, 1.37085, 0.91003], [-2.48056, 0.79456, 0.70442], [1.22581, -0.05243, -1.14587], [0.26060, 0.38959, 0.64326]]
}